No. 1
90
Properties=species:S:1:pos:R:3:mulliken_spin:R:1 method="wB97M-V/def2-TZVPD" charge=+1 spin_multiplicity=2 orbital_gap_ev="8.42 / 3.53" homo_energy_ev="-12.1 / -12.1"
C 2.668 -0.985 4.342 -0.001
C 1.600 -1.742 3.599 0.002
C 0.222 -1.778 4.366 0.001
C 0.216 -2.776 5.489 0.000
N 0.181 -3.577 6.320 0.000
H 2.540 0.071 4.580 0.000
H 3.714 -1.074 4.052 0.000
H 2.753 -1.428 5.334 0.000
H 1.911 -2.741 3.291 -0.003
H 1.421 -1.213 2.663 0.005
H -0.633 -2.062 3.753 0.000
H -0.049 -0.788 4.731 0.000
C 0.289 4.381 -3.090 0.000
C -0.140 2.880 -3.142 -0.001
C 0.667 1.912 -2.356 -0.001
C 2.102 2.021 -2.626 0.002
N 3.245 2.184 -2.757 0.015
H -0.463 4.957 -3.628 0.000
H 1.236 4.554 -3.601 0.000
H 0.307 4.688 -2.044 0.000
H -0.101 2.629 -4.202 0.000
H -1.209 2.854 -2.929 0.000
H 0.450 0.864 -2.563 -0.001
H 0.719 2.154 -1.295 0.003
C 0.821 6.268 1.288 0.000
C 1.663 5.117 0.885 0.000
C 2.968 5.503 0.062 0.000
C 3.775 6.453 0.796 0.000
N 4.450 7.206 1.378 0.000
H -0.234 6.129 1.055 0.000
H 1.094 7.192 0.779 0.000
H 1.075 6.490 2.325 0.000
H 1.091 4.282 0.480 0.001
H 1.989 4.637 1.808 0.000
H 2.621 5.896 -0.893 0.000
H 3.557 4.609 -0.140 0.000
C -0.022 -5.610 1.654 0.000
C -1.393 -5.718 0.996 0.000
C -2.503 -5.899 2.040 0.000
C -2.822 -4.694 2.882 0.000
N -2.994 -3.699 3.447 0.000
H 0.107 -4.815 2.389 0.000
H 0.720 -5.409 0.881 0.000
H 0.323 -6.489 2.198 0.000
H -1.554 -6.543 0.303 0.000
H -1.390 -4.820 0.378 0.000
H -2.376 -6.693 2.776 0.000
H -3.347 -6.346 1.515 0.000
C 3.259 0.421 1.227 0.074
S 2.701 -0.843 -0.040 0.195
O 1.706 -0.147 -0.896 0.538
C 4.292 -0.771 -1.065 0.077
H 2.432 0.742 1.859 0.002
H 3.551 1.363 0.761 0.010
H 4.103 0.153 1.862 -0.004
H 4.099 -1.588 -1.759 0.001
H 5.068 -1.001 -0.334 0.004
H 4.473 0.166 -1.592 0.005
Br -1.068 -5.082 -2.368 0.000
C 0.405 -3.965 -3.171 0.005
C 1.041 -2.967 -2.153 -0.013
Br 2.488 -3.939 -1.179 0.075
H 0.010 -3.393 -4.011 0.000
H 1.114 -4.659 -3.623 0.001
H 0.262 -2.675 -1.449 0.010
H 1.518 -2.145 -2.687 -0.001
Br -6.777 1.784 2.889 0.000
C -6.118 1.478 1.011 0.000
C -5.968 2.914 0.434 0.000
Br -5.657 2.834 -1.533 0.000
H -6.758 0.734 0.537 0.000
H -5.168 0.944 1.029 0.000
H -5.115 3.510 0.758 0.000
H -6.895 3.480 0.524 0.000
Br -2.814 0.278 -3.381 0.000
C -1.657 -1.210 -4.060 0.000
C -1.786 -1.169 -5.626 0.000
Br -1.129 -2.907 -6.351 0.000
H -1.911 -2.203 -3.688 0.000
H -0.667 -0.874 -3.753 0.000
H -1.245 -0.384 -6.154 0.000
H -2.826 -1.072 -5.938 0.000
Br -1.407 -1.963 0.638 0.001
C -0.886 -0.058 0.985 -0.001
C -1.679 0.831 0.106 0.001
Br -1.274 2.769 0.467 0.000
H 0.187 0.101 0.879 0.001
H -1.054 0.204 2.030 0.000
H -2.731 0.555 0.180 0.000
H -1.383 0.722 -0.937 -0.001

---

No. 2
55
Properties=species:S:1:pos:R:3:mulliken_spin:R:1 method="wB97M-V/def2-TZVPD" charge=+2 spin_multiplicity=7 orbital_gap_ev="5.46 / 7.01" homo_energy_ev="-13.9 / -13.9"
I 0.121 1.982 0.468 -0.042
I -0.138 -1.323 1.546 -0.001
Tb 0.039 0.185 -2.285 6.207
P -2.508 0.077 -0.916 -0.049
C -3.062 0.194 0.847 -0.002
C -3.559 1.454 -1.550 -0.006
H -4.624 1.162 -1.528 0.001
H -4.579 -1.121 -1.460 -0.001
H -3.252 1.677 -2.581 0.001
H -3.154 -1.768 -2.349 0.002
H -2.540 1.012 1.353 0.000
H -3.391 2.339 -0.915 -0.002
C -3.514 -1.399 -1.380 -0.008
H -4.158 0.311 0.924 -0.002
H -3.375 -2.187 -0.621 -0.001
H -2.780 -0.731 1.366 0.000
P 2.561 -0.035 -1.040 -0.020
C 3.135 -0.048 0.710 -0.003
C 3.499 -1.539 -1.530 -0.007
H 3.322 1.596 -2.683 0.001
H 4.680 0.977 -1.682 0.001
H 3.525 2.201 -1.011 -0.002
C 3.634 1.325 -1.668 -0.005
H 3.119 -1.897 -2.492 0.003
H 4.564 -1.277 -1.603 -0.001
H 4.240 -0.078 0.718 -0.003
H 2.719 -0.910 1.245 0.000
H 3.331 -2.303 -0.758 -0.002
H 2.783 0.839 1.245 0.000
Cl -0.268 -0.540 -4.621 -0.058
C -0.805 -3.426 5.126 0.000
C -1.684 -2.409 4.455 0.000
O -0.955 -1.029 4.694 0.000
P -0.221 -0.136 3.619 -0.003
O 1.296 -0.014 3.943 0.000
C 2.077 0.193 5.273 0.000
C 1.648 -0.741 6.355 0.000
O -0.945 1.276 3.652 0.002
C -0.861 2.107 4.901 0.000
C -1.911 3.181 4.842 0.000
H 0.146 -3.495 4.606 0.000
H -1.298 -4.400 5.133 0.000
H -0.647 -3.178 6.178 0.000
H -1.783 -2.523 3.360 0.000
H -2.654 -2.255 4.918 0.000
H 3.087 0.021 4.924 0.000
H 1.930 1.260 5.468 0.000
H 1.773 -1.796 6.062 0.000
H 2.273 -0.574 7.237 0.000
H 0.624 -0.510 6.666 0.000
H -1.012 1.423 5.758 0.000
H 0.155 2.527 4.891 0.000
H -2.936 2.785 4.784 0.000
H -1.844 3.818 5.724 0.000
H -1.747 3.870 4.008 0.000

---

No. 3
120
Properties=species:S:1:pos:R:3:mulliken_charge:R:1 method="wB97M-V/def2-TZVPD" charge=+1 spin_multiplicity=1 orbital_gap_ev=8.98 e_above_lowest_kcal_mol=18.4 homo_energy_ev=-12.5
C -1.816 1.550 3.056 -0.856
C -2.344 0.400 3.938 -0.398
C -3.105 -0.720 3.169 0.488
C -2.463 -1.150 1.827 -1.500
P -4.926 -0.374 2.937 0.114
P -5.556 1.736 3.022 0.633
O -6.962 1.823 3.570 -0.644
H -1.487 1.241 2.061 0.239
H -0.952 1.989 3.572 0.361
H -2.536 2.370 2.941 0.135
H -1.537 -0.075 4.502 0.021
H -3.049 0.841 4.664 0.540
H -3.082 -1.609 3.818 0.363
H -3.072 -1.972 1.418 0.620
H -1.473 -1.563 2.024 -0.140
H -2.439 -0.368 1.065 0.414
H -5.303 -0.886 1.676 0.191
H -5.640 -1.098 3.921 0.229
H -4.698 2.442 3.888 0.022
H -5.503 2.287 1.714 0.163
C 1.009 -4.570 0.122 -0.411
C -0.208 -4.099 -0.628 0.891
O -0.541 -2.896 0.065 -0.173
C 0.619 -2.407 0.565 0.705
O 0.738 -1.293 0.969 -0.557
O 1.598 -3.331 0.543 -0.305
F -1.240 -4.977 -0.507 -0.347
H 0.750 -5.162 1.002 0.276
H 1.694 -5.138 -0.502 0.349
H -0.029 -3.881 -1.687 -0.265
C 2.614 -1.055 5.069 -0.323
C 1.416 -0.578 4.294 0.421
O 1.043 0.601 4.990 -0.297
C 2.186 1.104 5.545 0.477
O 2.293 2.202 5.971 -0.522
O 3.176 0.179 5.531 -0.342
F 0.380 -1.459 4.354 -0.281
H 2.335 -1.670 5.924 0.287
H 3.322 -1.605 4.454 0.268
H 1.624 -0.336 3.250 0.294
C -8.792 1.553 0.511 -0.269
C -10.144 0.894 0.496 0.262
O -10.084 0.109 -0.687 -0.296
C -8.777 -0.213 -0.885 0.612
O -8.390 -1.060 -1.612 -0.487
O -7.965 0.570 -0.120 -0.298
F -11.141 1.799 0.381 -0.270
H -8.780 2.473 -0.077 0.250
H -8.439 1.769 1.519 0.201
H -10.342 0.245 1.352 0.285
C 0.859 -0.947 -4.377 -0.210
C 2.296 -1.253 -4.700 0.303
O 2.604 -2.297 -3.781 -0.308
C 1.443 -2.946 -3.533 0.776
O 1.371 -4.021 -3.017 -0.756
O 0.378 -2.232 -3.945 -0.301
F 3.094 -0.193 -4.453 -0.282
H 0.767 -0.229 -3.560 0.238
H 0.299 -0.581 -5.235 0.090
H 2.463 -1.605 -5.719 0.306
C 5.661 2.872 -6.820 -0.441
C 5.873 2.245 -5.467 0.298
O 4.617 2.442 -4.837 -0.195
C 3.684 2.473 -5.827 0.642
O 2.517 2.360 -5.653 -0.504
O 4.265 2.640 -7.039 -0.310
F 6.828 2.888 -4.754 -0.268
H 5.855 3.946 -6.808 0.290
H 6.261 2.411 -7.601 0.293
H 6.101 1.177 -5.496 0.238
C -4.112 7.080 5.411 -0.433
C -5.473 6.436 5.421 0.291
O -5.440 5.643 4.239 -0.271
C -4.144 5.317 4.027 0.630
O -3.783 4.456 3.282 -0.547
O -3.316 6.077 4.764 -0.295
F -6.463 7.347 5.316 -0.266
H -4.096 7.996 4.818 0.290
H -3.736 7.295 6.408 0.287
H -5.664 5.793 6.283 0.286
C 6.163 4.073 -1.760 -0.346
C 6.035 4.428 -0.302 0.345
O 7.385 4.576 0.097 -0.310
C 8.081 4.971 -1.007 0.620
O 9.169 5.433 -0.986 -0.490
O 7.352 4.770 -2.135 -0.295
F 5.468 3.423 0.413 -0.276
H 6.305 3.002 -1.911 0.217
H 5.313 4.404 -2.353 0.247
H 5.496 5.357 -0.108 0.270
C -2.143 3.954 -5.467 -0.457
C -1.098 3.669 -4.419 0.301
O -0.650 2.374 -4.776 -0.183
C -0.825 2.259 -6.123 0.652
O -0.328 1.421 -6.795 -0.477
O -1.640 3.233 -6.594 -0.340
F -1.633 3.624 -3.171 -0.287
H -3.121 3.558 -5.186 0.272
H -2.240 5.013 -5.693 0.284
H -0.251 4.358 -4.425 0.270
C 3.433 -6.220 5.606 -0.482
C 2.885 -5.258 6.625 0.299
O 2.542 -4.129 5.831 -0.224
C 2.244 -4.607 4.589 0.527
O 1.676 -3.989 3.751 -0.351
O 2.677 -5.879 4.439 -0.333
F 3.825 -4.892 7.526 -0.275
H 4.495 -6.054 5.415 0.286
H 3.280 -7.261 5.880 0.285
H 1.998 -5.613 7.151 0.275
C 2.803 -6.366 -4.669 0.031
C 4.088 -7.130 -4.493 0.317
O 3.851 -8.308 -5.242 -0.314
C 2.974 -7.975 -6.232 0.611
O 2.757 -8.635 -7.187 -0.489
O 2.388 -6.776 -5.974 -0.329
F 4.298 -7.466 -3.194 -0.277
H 2.047 -6.656 -3.938 0.182
H 2.943 -5.290 -4.623 -0.055
H 4.974 -6.624 -4.882 0.297

---

No. 4
129
Properties=species:S:1:pos:R:3:mulliken_spin:R:1 method="wB97M-V/def2-TZVPD" spin_multiplicity=2 orbital_gap_ev="4.68 / 5.93" e_above_lowest_kcal_mol=59.6 homo_energy_ev="-6.3 / -7.5"
Al 0.370 0.177 -0.158 -0.060
C -0.835 -4.783 -4.876 0.000
C -1.994 -3.862 -4.469 0.000
C -2.453 -3.030 -5.678 0.000
C -3.165 -4.733 -4.015 0.000
C -1.537 -2.901 -3.388 0.000
C -2.206 -2.718 -2.173 0.002
C -1.741 -1.775 -1.277 0.018
N -0.676 -1.024 -1.496 0.005
C -0.023 -1.168 -2.656 0.010
C -0.432 -2.095 -3.614 -0.001
C 1.022 -0.196 -2.861 0.006
C 1.841 -0.197 -4.044 -0.002
C 2.432 0.937 -4.463 0.000
C 2.011 2.171 -3.712 0.000
C 2.048 1.807 -2.228 0.001
N 1.194 0.695 -1.912 -0.006
C 3.485 0.996 -5.545 0.000
C 3.503 2.348 -6.266 0.000
C 3.269 -0.092 -6.603 0.000
C 4.836 0.768 -4.843 0.000
H -1.174 -5.497 -5.623 0.000
H -0.472 -5.339 -4.014 0.000
H -0.003 -4.227 -5.298 0.000
H -2.813 -3.687 -6.467 0.000
H -1.644 -2.423 -6.078 0.000
H -3.265 -2.367 -5.386 0.000
H -3.452 -5.405 -4.821 0.000
H -4.031 -4.123 -3.767 0.000
H -2.895 -5.336 -3.151 0.000
H -3.080 -3.292 -1.916 0.001
H -2.254 -1.592 -0.344 -0.016
H 0.104 -2.168 -4.547 0.000
H 1.988 -1.146 -4.531 0.000
H 2.722 2.982 -3.874 0.000
H 3.087 1.512 -1.998 0.001
H 2.529 2.566 -6.695 0.000
H 4.228 2.319 -7.074 0.000
H 3.782 3.162 -5.605 0.000
H 2.278 -0.004 -7.042 0.000
H 3.378 -1.086 -6.180 0.000
H 4.006 0.019 -7.395 0.000
H 5.019 1.538 -4.096 0.000
H 5.646 0.790 -5.568 0.000
H 4.840 -0.200 -4.344 0.000
C 0.882 -1.594 0.597 0.251
C 0.695 -2.593 1.290 0.089
C 0.418 -3.717 2.058 0.175
C 0.090 -4.948 1.385 0.073
C -0.332 -4.922 0.046 0.040
C -0.723 -6.077 -0.592 -0.066
C -0.687 -7.292 0.078 0.112
C -0.215 -7.346 1.380 -0.049
C 0.177 -6.193 2.028 0.092
C 0.370 -3.583 3.497 0.021
C -0.537 -4.325 4.272 0.100
C -0.567 -4.189 5.643 -0.051
C 0.306 -3.319 6.279 0.092
C 1.189 -2.558 5.527 -0.053
C 1.210 -2.672 4.153 0.071
H -0.378 -3.974 -0.470 0.062
H -1.074 -6.034 -1.614 -0.009
H -1.027 -8.190 -0.415 0.008
H -0.165 -8.295 1.896 -0.001
H 0.571 -6.248 3.031 0.005
H -1.250 -4.972 3.782 0.005
H -1.276 -4.764 6.224 0.000
H 0.286 -3.222 7.355 0.006
H 1.862 -1.871 6.018 -0.001
H 1.892 -2.075 3.569 0.032
C -5.143 0.460 4.375 0.000
S -6.046 -0.820 3.455 0.000
C -4.759 -1.863 2.884 0.003
C -3.579 -1.543 2.306 -0.001
S -3.122 0.030 1.686 0.002
S -2.531 -2.898 1.902 0.012
C -3.625 -4.170 2.354 -0.003
S -3.314 -5.760 2.145 0.004
S -5.106 -3.574 3.059 -0.001
H -5.845 0.853 5.103 0.000
H -4.818 1.249 3.706 0.000
H -4.296 0.011 4.885 0.000
F -1.031 1.085 -0.024 0.005
Sb -1.321 0.742 3.175 0.002
F -0.647 2.341 2.236 -0.001
F -2.583 2.023 4.062 0.000
F -0.258 1.250 4.684 0.000
F -1.591 -0.952 4.239 0.002
F 0.435 0.013 2.604 0.005
C 1.054 4.862 2.610 0.000
Si 2.374 3.480 2.621 -0.001
C 2.644 2.686 4.331 0.000
C 4.006 4.366 2.116 0.000
As 1.980 1.823 0.928 0.002
Si 4.069 0.653 0.716 -0.009
C 4.209 -0.271 2.384 0.003
C 3.958 -0.714 -0.629 0.004
C 5.735 1.553 0.368 0.000
Si 1.706 3.221 -0.931 0.000
C 0.618 2.625 -4.150 0.000
C 2.942 4.606 -1.426 0.000
C -0.066 3.933 -1.030 0.000
H 1.242 5.572 3.410 0.000
H 0.059 4.461 2.759 0.000
H 1.062 5.414 1.672 0.000
H 2.591 3.437 5.114 0.000
H 3.616 2.203 4.398 0.000
H 1.878 1.945 4.530 0.000
H 4.321 5.058 2.891 0.000
H 3.882 4.937 1.203 0.000
H 4.815 3.663 1.957 0.000
H 3.255 -0.754 2.586 -0.001
H 4.405 0.413 3.205 0.000
H 4.984 -1.032 2.397 0.000
H 2.952 -1.127 -0.655 0.006
H 4.640 -1.532 -0.418 0.001
H 4.193 -0.355 -1.627 0.003
H 6.155 1.990 1.267 0.000
H 5.636 2.346 -0.367 0.000
H 6.467 0.848 -0.013 0.000
H 0.567 2.764 -5.228 0.000
H 0.374 3.564 -3.661 0.000
H -0.124 1.880 -3.866 0.000
H 3.973 4.273 -1.344 0.000
H 2.827 5.470 -0.781 0.000
H 2.780 4.945 -2.445 0.000
H -0.761 3.197 -1.425 0.000
H -0.137 4.836 -1.633 0.000
H -0.410 4.165 -0.025 0.000